Entry 1:
The following is a DFT calculation (ωB97M-V/def2-TZVPD) of a gas-phase ion, C7H13N (charge +1).

Calculated values
Net charge: +1
LUMO level (alpha / beta): -4.6 / -7.5 eV
Multiplicity: 2
Frontier orbital gap (alpha / beta): 8.26 / 5.18 eV

Positions of all 21 atoms, in Å:
C 1.6997 1.7939 0.9966
C 0.7708 0.8806 1.8129
C 0.4151 -0.1767 0.8211
C -0.3490 0.0331 -0.3061
C -0.8259 -0.9743 -1.1653
C -2.1003 -1.1074 -1.5749
C -2.5609 -2.3850 -2.3096
N 2.8250 2.3459 1.8059
H 1.1650 2.6597 0.6000
H 2.1692 1.1739 0.2266
H 1.2886 0.4273 2.6443
H -0.1170 1.3693 2.2295
H 0.6867 -1.1882 1.1294
H -0.7981 0.9946 -0.5679
H -0.1629 -1.9004 -1.1632
H -2.8489 -0.3800 -1.2647
H -2.7679 -3.0099 -1.4016
H -1.9140 -2.7031 -3.1307
H -3.4619 -2.1895 -2.8727
H 3.3570 1.6751 2.3536
H 3.5295 2.6610 1.1368

Entry 2:
The following is a DFT calculation (ωB97M-V/def2-TZVPD) of 4 unconnected molecules or ions with the total composition C3H11NO4.

Calculated values
Net charge: -1
LUMO level (alpha / beta): 3.9 / 1.9 eV
Multiplicity: 2
Frontier orbital gap (alpha / beta): 8.19 / 6.14 eV

Positions of all 19 atoms, in Å:
O -0.8720 0.2089 -1.2342
C 0.1686 -0.0875 -0.4335
C 0.2151 0.5032 0.7939
N -0.8604 1.2066 1.2532
C -0.4424 2.2193 2.3792
O 0.6229 2.9395 2.2223
H 0.9407 -0.7174 -0.8658
H 3.0279 2.1682 -1.4797
H 1.1382 0.4910 1.3537
H -1.5988 0.8985 0.6145
H -1.3912 2.7630 2.6133
H -0.3188 1.4574 3.1843
H 2.6618 1.6166 -1.1638
H -1.2382 -0.6927 -1.5301
H -1.5170 -2.8542 -2.6862
O -1.2301 -2.1285 -2.1364
H 0.4191 -4.0991 -0.6306
H -0.2659 -2.7183 -1.4464
O 0.5406 -3.1743 -0.8076

Entry 3:
The following is a DFT calculation (ωB97M-V/def2-TZVPD) of a molecular structure, C37H29N8O6Ti.

Calculated values
Net charge: -1
LUMO level (alpha / beta): 2.3 / 2.3 eV
Frontier orbital gap (alpha / beta): 4.19 / 4.19 eV

Positions of all 81 atoms, in Å:
Ti 0.3174 -0.1455 0.5128
O 1.8956 0.3338 1.4093
C 2.7418 -0.6238 1.7120
C 4.1137 -0.4663 1.4571
C 5.0285 -1.4452 1.7855
C 4.6201 -2.6211 2.4152
C 3.2834 -2.7988 2.6960
C 2.3277 -1.8376 2.3482
C 0.9496 -2.0030 2.7100
N 0.0682 -1.2086 2.2023
N -1.1916 -1.1143 2.7112
C -1.7494 -0.0243 2.2454
O -1.1060 0.7927 1.4541
C -3.1243 0.2907 2.6580
C -3.6334 1.5705 2.4420
C -4.9346 1.8825 2.7937
C -5.7498 0.9176 3.3697
C -5.2467 -0.3588 3.5940
C -3.9468 -0.6736 3.2420
H 4.4427 0.4491 0.9806
H 6.0751 -1.2972 1.5462
H 5.3420 -3.3841 2.6763
H 2.9443 -3.7042 3.1880
H 0.6549 -2.7293 3.4655
H -2.9787 2.3103 2.0005
H -5.3225 2.8785 2.6160
H -6.7733 1.1544 3.6321
H -5.8836 -1.1105 4.0442
H -3.5409 -1.6637 3.4004
C -1.9551 2.6619 -0.9893
N -2.4045 1.2836 -1.1559
C -2.1406 0.6221 -2.4145
C -0.7033 0.4003 -2.8006
N 0.3384 0.4927 -2.0341
C 1.4366 0.3310 -2.8608
C 2.7962 0.3866 -2.5733
C 3.6816 0.2301 -3.6244
C 3.2408 0.0094 -4.9341
C 1.8915 -0.0580 -5.2367
C 1.0073 0.1114 -4.1807
N -0.3688 0.1727 -4.1163
C -0.7687 2.9392 -0.0979
N 0.4279 2.4189 -0.1752
C 1.2106 3.1504 0.7105
C 2.5851 3.1251 0.9291
C 3.1137 4.0291 1.8304
C 2.3047 4.9503 2.5062
C 0.9432 5.0168 2.2757
C 0.4215 4.1164 1.3559
N -0.8318 3.9662 0.8028
H -1.7250 3.0939 -1.9682
H -2.7991 3.2354 -0.5837
H -2.0900 0.7111 -0.3856
H -2.6467 -0.3468 -2.3790
H -2.6041 1.2074 -3.2170
H 3.1282 0.5244 -1.5533
H 4.7478 0.2739 -3.4382
H 3.9650 -0.1110 -5.7301
H 1.5392 -0.2379 -6.2450
H -1.0175 -0.0256 -4.8550
H 3.2018 2.4135 0.4019
H 4.1802 4.0316 2.0188
H 2.7572 5.6314 3.2164
H 0.3167 5.7408 2.7828
H -1.6684 4.4431 1.0850
O 1.4476 -1.2504 -0.4363
C 1.2850 -2.3959 -1.0335
C 0.0862 -3.1332 -0.9668
C 0.0127 -4.4655 -1.4028
C -1.1119 -5.2328 -1.1494
C -2.2047 -4.6952 -0.4513
C -2.1857 -3.3649 -0.0910
C -1.0874 -2.5395 -0.3707
O -1.1159 -1.2439 -0.1312
N -1.1509 -6.5940 -1.5915
O -2.1118 -7.2870 -1.2890
O -0.2182 -7.0348 -2.2490
H 2.1447 -2.8226 -1.5536
H 0.8597 -4.9127 -1.9044
H -3.0456 -5.3323 -0.2204
H -3.0345 -2.9242 0.4199

Entry 4:
The following is a DFT calculation (ωB97M-V/def2-TZVPD) of a molecular structure, C4H10NO2.

Calculated values
Net charge: +1
LUMO level: -3.4 eV
Frontier orbital gap: 11.47 eV

Positions of all 17 atoms, in Å:
C 1.2013 1.3777 0.3998
C 1.8886 0.3958 0.0841
C 3.1171 -0.3345 -0.1214
C -2.2421 -0.1088 0.2813
N -0.9667 -0.2664 -0.3954
O -2.3119 1.1938 0.6848
O -3.1595 -0.5067 -0.6398
H -2.3105 -0.6515 1.2407
H 0.6070 2.2672 0.6317
H 3.1559 -1.1149 -0.8478
H 3.7939 0.4879 -0.4504
H 3.3772 -0.7375 0.8969
H 0.1254 0.3231 0.0963
H -0.6666 -1.2412 -0.3727
H -1.0870 0.1063 -1.3657
H -2.2579 1.7362 -0.1319
H -3.7858 -1.1325 -0.4089

Number 1: energy -8949.7454 eV, maximum force 3.931 eV/A. Number 2: energy -12966.5446 eV, maximum force 4.084 eV/A. Number 3: energy -86163.6550 eV, maximum force 3.306 eV/A. Number 4: energy -9885.3745 eV, maximum force 4.070 eV/A.